Entry 1:
Density functional theory data (wB97M-V/def2-TZVPD) for the ion C15H27N6O3 with charge +1 in a non-equilibrium geometry.

Computed properties:
Orbital gap ... 8.415 eV
Max |F| ... 2.6 eV/Å
SMILES ... CNC(=O)[C@@H](Cc1c[nH]c[nH+]1)NC(=O)[C@@H](CCCCN)NC(C)=O
2S+1 ... 1
Electronic energy ... -1141.87596 hartree
Net charge ... +1
ΔE to the lowest compared entry with this formula, charge and spin ... 8.7 kcal/mol

XYZ file:
```
51
Properties=species:S:1:pos:R:3:forces:R:3
C 2.689184 -2.396503 -3.532654 -0.33 0.16 0.40
N 1.450942 -2.231662 -2.746421 -1.05 0.48 0.29
C 1.048205 -3.036698 -1.729761 1.47 0.81 -0.35
O 1.769315 -3.948022 -1.346869 0.11 -0.92 0.45
C -0.260438 -2.706760 -0.978463 -0.01 -0.66 0.00
C -0.611096 -3.727031 0.175367 0.56 0.63 -0.24
C 0.283264 -3.618797 1.393392 -0.46 0.14 -0.34
C -0.098156 -3.219185 2.644414 0.88 0.35 -0.65
N 1.063316 -3.134205 3.411522 0.52 -0.63 -1.62
C 2.128816 -3.530768 2.639730 -1.03 0.73 -0.10
N 1.666797 -3.795974 1.392820 -0.17 0.07 1.96
N -0.244035 -1.380112 -0.408669 0.30 -1.22 1.87
C -0.314753 -0.203361 -1.000710 -1.11 1.47 -1.80
O -0.519389 -0.089552 -2.216889 0.45 0.10 1.14
C -0.108153 1.043862 -0.104279 0.36 0.36 0.83
C -1.014360 2.288664 -0.362831 -0.58 -0.96 -0.51
C -0.516305 3.503628 0.398955 1.03 0.24 -0.93
C -1.239070 4.818775 0.123160 -0.80 0.15 0.87
C -1.219523 5.300131 -1.287582 2.01 0.45 -0.87
N 0.181756 5.564339 -1.699022 -1.07 -1.97 -1.10
N 0.103456 0.706292 1.348113 0.57 0.82 -1.46
C -0.794897 0.195865 2.203786 -0.87 -1.37 0.45
C -2.259676 0.332555 1.898379 0.15 0.34 0.57
O -0.458429 -0.449702 3.188350 0.59 0.28 0.51
H 2.587381 -3.195044 -4.258155 -0.13 -0.11 -0.14
H 3.507108 -2.662164 -2.873682 0.15 0.03 0.13
H 2.929622 -1.460597 -4.063030 -0.29 -0.38 0.37
H 0.879494 -1.399135 -2.906390 0.06 -0.39 -0.19
H -1.043555 -2.816190 -1.707297 -0.58 0.27 -0.37
H -0.619969 -4.740366 -0.194062 0.25 -0.27 -0.35
H -1.646620 -3.536945 0.489580 0.33 0.16 0.02
H -1.072656 -2.826597 2.936776 0.59 -0.35 0.24
H 1.074107 -2.654015 4.306257 0.35 -0.32 -0.12
H 3.189897 -3.551414 2.935143 -0.90 -0.02 -0.09
H 2.216960 -4.103153 0.575450 -0.47 0.18 0.12
H -0.102462 -1.384154 0.595369 0.15 0.21 -0.24
H 0.895799 1.334575 -0.391373 0.28 0.28 -0.27
H -2.050615 2.016019 -0.054168 0.58 0.40 -0.43
H -1.018192 2.499281 -1.458640 0.00 -0.39 0.80
H 0.547107 3.680608 0.107840 -0.56 -0.21 0.21
H -0.512616 3.297357 1.453572 -0.10 -0.01 0.62
H -0.807483 5.553558 0.823340 -0.20 0.01 -0.36
H -2.304580 4.766852 0.342161 -0.16 -0.29 0.60
H -1.566762 4.524775 -1.949561 -0.40 -0.31 -0.27
H -1.789626 6.197743 -1.498807 -0.68 0.06 0.52
H 0.558655 6.291179 -1.179669 0.80 1.68 1.16
H 0.157442 5.854431 -2.661572 0.31 0.12 -0.30
H 1.041841 0.875869 1.711192 -0.49 -0.41 -0.13
H -2.492725 0.011379 0.900366 -0.17 0.06 -0.59
H -2.848986 -0.269676 2.608474 0.36 0.48 -0.21
H -2.435337 1.410043 2.007047 -0.59 -0.28 -0.09
```
Positions in Å, forces in eV/Å.

Entry 2:
Density functional theory data (wB97M-V/def2-TZVPD) for a cluster of 2 separate species, C3H2IO2S in total in a non-equilibrium geometry.

Computed properties:
Orbital gap (spin up / spin down) ... 6.067 / 6.065 eV
Max |F| ... 4.2 eV/Å
2S+1 ... 1
Electronic energy ... -961.82104 hartree
Net charge ... -1
ΔE to the lowest compared entry with this formula, charge and spin ... 18.4 kcal/mol

XYZ file:
```
9
Properties=species:S:1:pos:R:3:forces:R:3
C 1.768353 -1.329517 -0.720280 0.59 -0.28 -0.01
C 0.677874 -0.806066 -0.765790 0.91 0.05 -0.42
C -0.508738 -0.165931 -0.762567 -1.41 2.69 0.52
O -1.402842 0.003490 2.119290 0.02 2.19 -1.42
O 0.160245 1.828363 1.927121 1.27 1.08 0.07
S -1.008474 1.242178 1.346989 -1.05 -3.94 0.98
I -1.048782 1.526173 -2.151687 0.50 -1.25 0.48
H 2.758765 -1.680138 -0.578071 0.00 -0.08 0.01
H -1.396400 -0.618553 -0.415004 -0.83 -0.45 -0.21
```
Positions in Å, forces in eV/Å.

Entry 3:
Density functional theory data (wB97M-V/def2-TZVPD) for a cluster of 3 separate species, C4H7OP in total in a non-equilibrium geometry.

Computed properties:
Orbital gap ... 7.676 eV
Max |F| ... 3.3 eV/Å
2S+1 ... 1
Electronic energy ... -573.09078 hartree
ΔE to the lowest compared entry with this formula, charge and spin ... 65.6 kcal/mol

XYZ file:
```
13
Properties=species:S:1:pos:R:3:forces:R:3
C -1.246211 0.595541 -0.769001 0.07 0.70 2.04
C 0.023650 0.517558 -1.259388 2.37 -1.47 -1.06
C -1.411959 0.748474 0.571049 2.24 -0.69 -1.44
C -0.158523 0.707468 1.271895 0.56 2.06 -0.99
O 2.566711 0.451919 0.086258 1.05 0.02 0.26
P 1.146510 0.120376 0.022478 -2.41 0.13 -0.83
H -2.049546 0.650331 -1.375828 -2.54 -0.05 -2.11
H 0.137792 0.309378 -2.337974 0.45 0.41 0.74
H -2.334067 0.837268 0.994717 -2.24 -0.08 1.39
H 1.374796 -3.752698 -0.555734 1.98 1.01 2.23
H 0.271841 1.734566 0.978865 -0.22 -0.81 1.07
H -0.242877 0.555834 2.315254 0.68 -0.21 0.94
H 1.921886 -3.476013 0.057415 -1.98 -1.00 -2.23
```
Positions in Å, forces in eV/Å.